Entry 1:
C36H42AsBF4N8O2S7W | wB97M-V/def2-TZVPD

Computed properties:
**LUMO level (alpha / beta)**: 3.222 / 3.221 eV
**HOMO energy (alpha / beta)**: -1.17 / -0.85 eV

The geometry in ORCA input format:
```
! RIJCOSX wB97M-V def2-TZVPD def2/J DEFGRID3
* xyz -2 3
W -1.83 0.49 0.32
C -5.45 0.95 -5.20
C -4.23 0.82 -4.32
C -3.41 -0.30 -4.37
C -2.34 -0.44 -3.50
C -2.03 0.54 -2.57
N -0.99 0.42 -1.63
C 0.28 0.23 -2.05
C 0.63 0.30 -3.42
C 1.92 0.19 -3.89
C 2.99 0.04 -3.02
C 4.42 0.02 -3.51
C 2.69 -0.01 -1.67
C 1.39 0.02 -1.17
N 1.28 -0.13 0.25
C 2.21 -0.68 1.05
C 1.83 -0.47 2.35
C 0.63 0.24 2.26
N 0.30 0.42 0.99
C -2.87 1.67 -2.51
C -3.94 1.79 -3.38
N -2.63 2.72 -1.58
C -2.90 4.04 -1.76
C -2.64 4.69 -0.59
C -2.20 3.70 0.30
N -2.21 2.51 -0.30
H -5.36 0.32 -6.09
H -5.60 1.98 -5.52
H -6.34 0.64 -4.65
H -3.63 -1.10 -5.08
H -1.72 -1.32 -3.52
H -0.16 0.48 -4.13
H 2.10 0.27 -4.96
H 4.55 -0.69 -4.32
H 5.10 -0.26 -2.70
H 4.73 1.00 -3.87
H 3.51 -0.05 -0.97
H 3.08 -1.17 0.65
H 2.35 -0.77 3.25
H -0.01 0.63 3.04
H -4.60 2.66 -3.29
H -3.24 4.40 -2.72
H -2.72 5.75 -0.39
H -1.85 3.77 1.31
S -7.26 0.82 0.55
As -6.84 1.29 -1.67
S -4.02 -0.14 -0.08
S -5.37 1.56 0.16
S -7.67 3.12 -2.21
C -1.88 -5.92 1.04
C -2.05 -5.13 2.34
C -0.73 -4.69 2.99
C -0.13 -3.42 2.41
N 0.41 -3.59 1.07
C -0.16 -3.13 -0.05
S -1.64 -2.31 -0.12
N 0.47 -3.41 -1.22
C 1.61 -4.27 -1.42
C 2.95 -3.57 -1.22
C 4.14 -4.47 -1.52
C 5.46 -3.79 -1.21
H -2.85 -6.29 0.70
H -1.22 -6.78 1.19
H -1.47 -5.30 0.24
H -2.60 -5.75 3.05
H -2.65 -4.24 2.15
H 0.00 -5.50 2.95
H -0.91 -4.49 4.05
H 0.67 -3.04 3.05
H -0.90 -2.64 2.36
H 1.30 -4.06 0.99
H -0.01 -3.02 -2.02
H 1.55 -4.65 -2.44
H 1.53 -5.15 -0.77
H 3.02 -3.20 -0.19
H 2.98 -2.68 -1.86
H 4.11 -4.76 -2.58
H 4.05 -5.40 -0.95
H 5.55 -2.85 -1.77
H 6.31 -4.42 -1.48
H 5.54 -3.55 -0.15
F -1.78 0.47 4.54
B -2.63 0.01 3.54
F -3.95 0.07 3.89
F -2.25 -1.26 3.11
F -2.41 0.91 2.37
O 0.70 8.11 3.48
S 1.80 7.42 2.84
O 2.85 8.26 2.33
N 1.29 6.35 1.73
C 1.61 5.11 2.06
S 1.30 3.73 1.15
C 2.31 4.99 3.38
C 2.74 3.85 4.03
C 3.36 3.98 5.27
C 3.54 5.23 5.85
C 3.11 6.38 5.20
C 2.49 6.23 3.97
H 2.58 2.88 3.56
H 3.70 3.10 5.79
H 4.02 5.31 6.82
H 3.23 7.36 5.64
*
```

***

Entry 2:
C36H42BCl2CrN7O6S2 | wB97M-V/def2-TZVPD

Computed properties:
**LUMO level (alpha / beta)**: -2.641 / -2.856 eV
**HOMO energy (alpha / beta)**: -9.85 / -9.87 eV

The geometry in ORCA input format:
```
! RIJCOSX wB97M-V def2-TZVPD def2/J DEFGRID3
* xyz 1 4
Cr -0.37 0.51 -0.48
N 5.21 -3.20 2.77
C 4.03 -3.43 2.08
C 2.83 -3.66 2.77
C 1.65 -3.82 2.06
C 1.63 -3.73 0.68
C 2.82 -3.56 -0.01
C 4.01 -3.40 0.69
S 0.13 -3.93 -0.22
O -0.85 -4.42 0.73
O 0.45 -4.73 -1.37
N -0.24 -2.39 -0.60
C -0.74 -2.06 -1.79
N -1.27 -2.95 -2.66
C -1.69 -2.50 -3.83
C -1.64 -1.16 -4.21
C -1.18 -0.29 -3.25
N -0.74 -0.71 -2.06
H 5.25 -3.49 3.73
H 6.06 -3.34 2.26
H 2.84 -3.74 3.85
H 0.73 -4.08 2.57
H 2.81 -3.54 -1.09
H 4.93 -3.26 0.14
H -2.10 -3.25 -4.49
H -1.98 -0.82 -5.17
H -1.16 0.78 -3.42
Cl 5.88 1.39 3.20
C 4.54 1.05 2.15
C 4.79 0.38 0.92
C 3.77 0.08 0.08
Cl 4.10 -0.59 -1.48
C 2.41 0.36 0.41
O 1.47 -0.03 -0.35
C 2.21 1.13 1.59
C 0.94 1.68 1.89
O -0.12 1.53 1.24
C 3.29 1.45 2.46
H 5.81 0.14 0.65
H 0.89 2.31 2.79
H 3.10 2.02 3.36
C -3.23 -0.89 3.94
C -2.74 -0.04 2.74
N -1.89 -0.85 1.87
C -0.68 -1.24 2.57
C -1.02 -1.98 3.88
N -2.51 -2.21 3.88
C -2.91 -2.97 2.64
C -2.64 -2.04 1.45
H -4.29 -1.10 3.90
H -2.99 -0.43 4.90
H -2.17 0.83 3.08
H -3.59 0.32 2.17
H -0.10 -0.35 2.81
H -0.08 -1.86 1.91
H -0.79 -1.40 4.78
H -0.55 -2.95 3.96
H -2.76 -2.75 4.70
H -3.96 -3.23 2.76
H -2.30 -3.87 2.59
H -3.58 -1.71 1.00
H -2.06 -2.58 0.70
S -3.98 3.31 -0.37
C -2.41 2.65 -0.33
N -2.29 1.38 -0.59
C -3.55 0.82 -0.86
C -3.83 -0.50 -1.20
C -5.13 -0.86 -1.45
C -6.18 0.07 -1.36
C -5.92 1.38 -1.02
C -4.60 1.74 -0.78
H -1.55 3.27 -0.09
H -3.03 -1.23 -1.28
H -5.35 -1.89 -1.73
H -7.19 -0.24 -1.56
H -6.72 2.11 -0.96
C 2.00 2.76 -4.22
C 1.11 3.51 -3.25
C 0.40 4.65 -3.95
O 0.11 2.56 -2.79
B 0.47 2.10 -1.55
O 1.52 2.83 -1.02
C 1.84 3.92 -1.92
C 1.29 5.19 -1.28
C 3.35 4.00 -2.02
H 1.39 2.39 -5.05
H 2.47 1.90 -3.74
H 2.78 3.40 -4.64
H -0.04 4.29 -4.88
H 1.10 5.45 -4.21
H -0.39 5.07 -3.34
H 0.20 5.13 -1.16
H 1.53 6.07 -1.87
H 1.74 5.30 -0.29
H 3.78 3.05 -2.32
H 3.76 4.27 -1.05
H 3.65 4.76 -2.74
*
```

***

Entry 3:
C36H42ClN6 | wB97M-V/def2-TZVPD

Computed properties:
**LUMO level**: -13.170 eV
**HOMO energy**: -19.47 eV

The geometry in ORCA input format:
```
! RIJCOSX wB97M-V def2-TZVPD def2/J DEFGRID3
* xyz 5 1
C 5.19 -3.59 -11.15
N 5.18 -3.91 -12.61
C 6.09 -4.82 -13.14
C 6.11 -5.12 -14.46
C 5.15 -4.57 -15.28
C 4.15 -3.78 -14.74
C 4.25 -3.40 -13.42
C 5.21 -4.96 -16.78
C 6.39 -5.05 -17.48
C 6.39 -5.27 -18.90
N 5.29 -5.43 -19.54
C 4.08 -5.27 -18.90
C 4.02 -5.01 -17.51
C 5.28 -5.76 -21.00
H 4.64 -4.37 -10.62
H 4.66 -2.64 -11.01
H 6.23 -3.49 -10.87
H 6.85 -5.17 -12.45
H 6.88 -5.67 -14.98
H 3.36 -3.45 -15.40
H 3.61 -2.71 -12.89
H 7.36 -4.83 -17.06
H 7.32 -5.30 -19.44
H 3.16 -5.44 -19.45
H 3.08 -4.86 -17.00
H 4.41 -6.37 -21.22
H 6.17 -6.38 -21.18
H 5.43 -4.91 -21.66
C 11.52 0.80 -29.47
N 10.89 0.35 -28.24
C 11.62 0.07 -27.13
C 10.96 -0.30 -25.97
C 9.59 -0.21 -25.85
C 8.88 0.22 -26.93
C 9.56 0.48 -28.17
C 9.02 -0.41 -24.45
C 7.88 -1.16 -24.20
C 7.46 -1.40 -22.86
N 8.10 -0.85 -21.82
C 9.17 -0.06 -22.08
C 9.62 0.18 -23.41
C 7.52 -0.94 -20.47
H 11.50 1.88 -29.31
H 11.00 0.34 -30.31
H 12.54 0.42 -29.38
H 12.68 0.26 -27.20
H 11.46 -0.75 -25.13
H 7.84 0.48 -26.78
H 8.98 0.72 -29.05
H 7.53 -1.76 -25.03
H 6.60 -2.00 -22.60
H 9.80 0.21 -21.25
H 10.39 0.91 -23.59
H 8.44 -1.06 -19.90
H 6.81 -1.77 -20.39
H 6.96 -0.05 -20.17
C 5.23 -1.66 -15.89
N 4.85 -1.35 -17.32
C 3.73 -0.60 -17.51
C 3.34 -0.31 -18.87
C 3.92 -1.03 -19.92
C 5.06 -1.73 -19.62
C 5.55 -1.91 -18.35
C 3.38 -1.11 -21.30
C 2.83 0.05 -21.89
C 2.42 0.04 -23.22
N 2.45 -1.13 -23.95
C 2.88 -2.26 -23.33
C 3.41 -2.26 -22.09
C 2.06 -1.16 -25.39
H 4.71 -2.52 -15.47
H 5.01 -0.77 -15.31
H 6.28 -1.93 -15.83
H 3.18 -0.30 -16.63
H 2.41 0.23 -18.94
H 5.65 -2.25 -20.36
H 6.42 -2.50 -18.09
H 2.70 0.97 -21.35
H 2.12 0.95 -23.73
H 2.81 -3.12 -23.98
H 3.89 -3.08 -21.58
H 2.42 -2.13 -25.73
H 2.67 -0.35 -25.79
H 1.00 -0.94 -25.48
Cl 7.19 -3.31 -19.98
*
```

***

Entry 4:
C36H42IrNO3P3S6Te | wB97M-V/def2-TZVPD

Computed properties:
**LUMO level**: -3.801 eV
**HOMO energy**: -9.62 eV

The geometry in ORCA input format:
```
! RIJCOSX wB97M-V def2-TZVPD def2/J DEFGRID3
* xyz 1 1
Ir 0.35 1.00 -0.75
C -2.16 -3.69 5.23
S -2.70 -4.79 3.90
C -3.14 -3.54 2.67
C -1.93 -3.00 1.93
C -2.28 -1.80 1.07
N -1.12 -1.13 0.44
P 0.17 -0.27 1.10
C 1.60 -1.36 1.26
C 1.52 -2.69 1.66
C 2.67 -3.45 1.80
C 3.91 -2.89 1.55
C 4.01 -1.56 1.15
C 2.85 -0.80 1.00
C -0.33 0.10 2.78
C -1.50 0.82 3.02
C -1.88 1.14 4.31
C -1.07 0.77 5.38
C 0.11 0.07 5.15
C 0.49 -0.26 3.86
P -0.97 -0.83 -1.20
C -1.10 -2.49 -1.87
C -2.12 -2.85 -2.74
C -2.22 -4.17 -3.15
C -1.31 -5.11 -2.71
C -0.27 -4.74 -1.85
C -0.15 -3.43 -1.45
C -2.35 0.11 -1.88
C -2.25 0.44 -3.23
C -3.18 1.30 -3.80
C -4.19 1.83 -3.02
C -4.29 1.51 -1.67
C -3.36 0.65 -1.10
H -1.87 -4.32 6.06
H -2.98 -3.04 5.53
H -1.30 -3.09 4.92
H -3.69 -2.75 3.18
H -3.83 -4.04 1.98
H -1.49 -3.79 1.32
H -1.18 -2.68 2.67
H -2.83 -1.08 1.68
H -2.94 -2.11 0.25
H 0.56 -3.15 1.85
H 2.59 -4.48 2.12
H 4.81 -3.48 1.66
H 4.97 -1.12 0.94
H 2.93 0.23 0.68
H -2.13 1.14 2.19
H -2.79 1.70 4.49
H -1.35 1.03 6.39
H 0.75 -0.21 5.98
H 1.40 -0.80 3.68
H -2.84 -2.12 -3.09
H -3.03 -4.47 -3.81
H -1.40 -6.14 -3.03
H 0.45 -5.48 -1.52
H 0.66 -3.12 -0.80
H -1.43 0.05 -3.83
H -3.09 1.56 -4.85
H -4.91 2.51 -3.46
H -5.07 1.93 -1.06
H -3.43 0.40 -0.04
C 4.93 -1.54 -2.39
S 5.26 0.07 -1.65
C 4.31 1.17 -2.64
C 2.98 1.14 -2.87
S 1.88 -0.07 -2.21
S 2.40 2.38 -3.97
C 3.87 3.26 -4.15
S 4.01 4.66 -4.97
S 5.20 2.48 -3.35
H 5.64 -2.23 -1.93
H 5.10 -1.50 -3.46
H 3.91 -1.86 -2.18
C -2.02 6.18 -1.60
C -0.53 6.13 -1.35
O 0.07 4.99 -2.01
P 0.16 3.54 -1.43
O -0.17 2.47 -2.45
Te -0.93 3.08 0.62
O 1.69 3.27 -1.09
C 2.54 4.18 -0.36
C 3.54 3.37 0.43
H -2.44 7.04 -1.07
H -2.51 5.28 -1.23
H -2.23 6.28 -2.66
H -0.31 6.10 -0.28
H -0.03 7.00 -1.77
H 1.93 4.81 0.30
H 3.03 4.82 -1.09
H 3.04 2.83 1.23
H 4.28 4.03 0.87
H 4.04 2.66 -0.22
*
```

***

Entry 5:
C36H42KN7O3PS | wB97M-V/def2-TZVPD

Computed properties:
**LUMO level**: 1.865 eV
**HOMO energy**: -2.34 eV

The geometry in ORCA input format:
```
! RIJCOSX wB97M-V def2-TZVPD def2/J DEFGRID3
* xyz -1 1
K -1.83 -0.25 0.23
O -2.67 1.71 2.64
S -1.23 1.99 2.51
O -0.81 3.19 3.22
N -0.88 2.02 0.92
C -1.33 3.05 0.17
C -1.60 4.35 0.62
C -2.01 5.38 -0.23
C -2.21 5.19 -1.58
C -2.02 3.89 -2.09
C -2.30 3.59 -3.45
C -2.20 2.31 -3.91
C -1.80 1.31 -3.00
N -1.48 1.56 -1.76
C -1.59 2.82 -1.26
C -0.32 0.63 3.11
C 0.71 -0.15 2.31
C 1.11 -1.38 3.12
C 1.00 -1.43 4.46
C 0.31 -0.44 5.22
C -0.36 0.53 4.49
H -1.45 4.56 1.67
H -2.17 6.36 0.20
H -2.54 5.99 -2.23
H -2.61 4.39 -4.10
H -2.43 2.05 -4.94
H -1.72 0.27 -3.32
H 0.29 -0.54 1.37
H 1.59 -2.19 2.58
H 1.43 -2.30 4.97
H 0.26 -0.48 6.30
H -0.98 1.25 5.02
C -1.56 -3.47 5.50
N -2.15 -2.90 4.31
C -2.90 -1.75 4.25
C -3.07 -1.47 2.93
N -2.44 -2.43 2.16
C -1.89 -3.25 3.03
H -2.31 -3.54 6.28
H -0.74 -2.84 5.83
H -1.20 -4.47 5.27
H -3.16 -1.20 5.14
H -3.53 -0.60 2.51
H -1.28 -4.11 2.80
C 4.15 -0.52 1.75
C 2.95 0.06 1.00
C 3.43 1.05 -0.06
C 1.93 0.72 1.94
H 4.83 -1.04 1.07
H 3.83 -1.21 2.53
H 4.71 0.29 2.23
H 2.44 -0.76 0.49
H 3.97 1.88 0.42
H 2.60 1.49 -0.60
H 4.11 0.58 -0.78
H 1.54 1.64 1.48
H 2.41 1.02 2.88
N 3.90 5.79 -5.62
C 3.60 4.79 -5.13
C 3.25 3.54 -4.54
C 1.90 3.23 -4.32
C 1.56 2.00 -3.78
C 2.56 1.09 -3.45
C 3.90 1.41 -3.64
C 4.24 2.63 -4.19
N 2.22 -0.16 -2.90
C 2.99 -1.30 -2.83
C 2.28 -2.18 -2.07
N 1.09 -1.62 -1.66
C 1.08 -0.42 -2.18
H 1.13 3.93 -4.57
H 0.52 1.76 -3.63
H 4.68 0.72 -3.33
H 5.28 2.88 -4.35
H 3.94 -1.39 -3.33
H 2.56 -3.19 -1.80
H 0.33 0.33 -2.00
C -3.94 -4.29 -0.39
P -2.63 -3.44 -1.31
C -2.61 -4.18 -2.96
C -1.08 -3.95 -0.55
O -2.84 -1.97 -1.37
H -3.77 -5.37 -0.38
H -4.90 -4.07 -0.85
H -3.92 -3.91 0.63
H -2.49 -5.26 -2.91
H -1.79 -3.75 -3.53
H -3.55 -3.94 -3.47
H -0.98 -5.04 -0.57
H -1.08 -3.58 0.47
H -0.26 -3.47 -1.08
*
```

***

Strongest force on any atom per entry: 0.95; 0.58; 5.58; 2.31; 0.65 eV/Å
E per entry: -7500.43853; -5017.81148; -2183.67234; -5462.97602; -3345.61987 a.u.